[1]
Here is a structure of composition CH2NOS at a distorted geometry from the OMol25 dataset. Energies are from the ωB97M-V functional and the def2-TZVPD basis.

Values from the calculation:
total charge = -1
orbital gap = 0.27714 Eh
LUMO = 3.983 eV
HOMO energy = -3.6 eV

Geometry as XYZ:
```
6
CH2NOS (the ωB97M-V functional and the def2-TZVPD basis)
C 0.249 -0.144 0.768
N -0.227 -0.240 -1.067
O -0.712 -0.281 1.440
S 1.878 0.127 1.011
H 0.090 0.766 -1.185
H -1.279 -0.229 -0.967
```

Mulliken population analysis, charges in e, atoms 1 to 5: 0.309, -0.711, -0.481, -0.498, 0.180

---

[2]
Here is a cluster of 2 separate species, CH2NOS in total at a distorted geometry from the OMol25 dataset. Energies are from the ωB97M-V functional and the def2-TZVPD basis.

Values from the calculation:
total charge = -1
orbital gap = 0.28183 Eh
LUMO = 3.854 eV
HOMO energy = -3.8 eV

Geometry as XYZ:
```
6
CH2NOS (the ωB97M-V functional and the def2-TZVPD basis)
C 2.264 0.543 -0.088
N 1.789 1.220 -0.939
O -0.906 -0.034 -0.099
S 2.735 -0.322 1.186
H -0.156 -0.456 0.407
H -0.397 0.576 -0.612
```

Mulliken population analysis, charges in e, atoms 1 to 5: 0.230, -0.662, -0.703, -0.535, 0.287

---

[3]
Here is a structure of composition CH2NOS3 at a distorted geometry from the OMol25 dataset. Energies are from the ωB97M-V functional and the def2-TZVPD basis.

Values from the calculation:
total charge = -1
orbital gap = 0.26113 Eh
LUMO = 3.449 eV
HOMO energy = -3.7 eV

Geometry as XYZ:
```
8
CH2NOS3 (the ωB97M-V functional and the def2-TZVPD basis)
C -1.716 0.379 0.170
N 0.077 0.594 0.652
O 0.138 0.501 2.040
S 1.313 -0.031 -0.288
S -2.739 0.852 1.268
S -1.701 -0.482 -1.242
H 1.101 -1.342 -0.456
H 0.130 -0.440 2.299
```

Mulliken population analysis, charges in e, atoms 1 to 5: 0.230, -0.231, -0.346, -0.190, -0.384

---

[4]
Here is an isolated molecule of CH2O2S at a distorted geometry from the OMol25 dataset. Energies are from the ωB97M-V functional and the def2-TZVPD basis.

Values from the calculation:
orbital gap = 0.37233 Eh
LUMO = 0.195 eV
HOMO energy = -9.9 eV

Geometry as XYZ:
```
6
CH2O2S (the ωB97M-V functional and the def2-TZVPD basis)
O -2.115 -0.138 -0.302
C -0.987 -0.269 0.160
O 0.061 0.491 -0.272
S 1.628 0.317 0.285
H -0.787 -0.829 0.961
H 2.199 0.427 -0.833
```

Mulliken population analysis, charges in e, atoms 1 to 5: -0.449, 0.281, -0.233, -0.032, 0.287

---

[5]
Here is a cluster of 2 separate species, CH2O2S in total from the OMol25 dataset. Energies are from the ωB97M-V functional and the def2-TZVPD basis.

Values from the calculation:
2S+1 = 3
orbital gap (spin up / spin down) = 0.33954 / 0.36926 Eh
LUMO (spin up / spin down) = 0.476 / -0.662 eV
HOMO energy (spin up / spin down) = -8.8 / -10.7 eV

Geometry as XYZ:
```
6
CH2O2S (the ωB97M-V functional and the def2-TZVPD basis)
C 1.175 -0.605 0.067
O 0.290 -0.165 0.748
O -2.529 1.802 -0.519
S -2.153 0.607 0.251
H 1.039 -1.480 -0.588
H 2.179 -0.158 0.040
```

Mulliken population analysis, charges in e, atoms 1 to 5: -0.064, -0.375, -0.326, 0.323, 0.214

---

[6]
Here is an isolated molecule of CH2O2S2 at a distorted geometry from the OMol25 dataset. Energies are from the ωB97M-V functional and the def2-TZVPD basis.

Values from the calculation:
orbital gap = 0.34473 Eh
LUMO = -0.492 eV
HOMO energy = -9.9 eV

Geometry as XYZ:
```
7
CH2O2S2 (the ωB97M-V functional and the def2-TZVPD basis)
O -1.917 -0.944 0.096
O -0.558 -1.048 -0.299
C 0.290 0.109 0.029
S -0.367 1.573 0.231
S 1.893 -0.472 0.147
H -1.979 0.034 -0.096
H 2.637 0.748 -0.109
```

Mulliken population analysis, charges in e, atoms 1 to 5: -0.255, -0.194, 0.484, -0.361, -0.165

---

[7]
Here is a cluster of 2 separate species, CH2O2S2 in total at a distorted geometry from the OMol25 dataset. Energies are from the ωB97M-V functional and the def2-TZVPD basis.

Values from the calculation:
orbital gap (spin up / spin down) = 0.29153 / 0.29146 Eh
LUMO (spin up / spin down) = -1.287 / -1.289 eV
HOMO energy (spin up / spin down) = -9.2 / -9.2 eV

Geometry as XYZ:
```
7
CH2O2S2 (the ωB97M-V functional and the def2-TZVPD basis)
C 0.608 0.201 -0.219
O -0.569 -2.058 0.540
O -1.322 2.049 -0.386
S -0.691 -1.033 -0.523
S -0.857 0.981 0.490
H 1.551 -0.598 1.206
H 1.280 0.457 -1.109
```

Mulliken population analysis, charges in e, atoms 1 to 5: -0.465, -0.514, -0.501, 0.417, 0.436

---

[8]
Here is a cluster of 2 separate species, CH2O3S in total at a distorted geometry from the OMol25 dataset. Energies are from the ωB97M-V functional and the def2-TZVPD basis.

Values from the calculation:
orbital gap (spin up / spin down) = 0.28327 / 0.28316 Eh
LUMO (spin up / spin down) = -0.707 / -0.702 eV
HOMO energy (spin up / spin down) = -8.4 / -8.4 eV

Geometry as XYZ:
```
7
CH2O3S (the ωB97M-V functional and the def2-TZVPD basis)
O 0.222 -0.456 -0.144
C -0.771 0.225 -0.091
O -1.972 -0.253 -0.016
H -0.818 1.269 0.152
H -1.977 -1.305 -0.021
O 2.532 0.972 0.112
S 2.783 -0.452 0.007
```

Mulliken population analysis, charges in e, atoms 1 to 5: -0.499, 0.271, -0.444, 0.321, 0.355

---

[9]
Here is an isolated molecule of CH2O3S at a distorted geometry from the OMol25 dataset. Energies are from the ωB97M-V functional and the def2-TZVPD basis.

Values from the calculation:
orbital gap = 0.30697 Eh
LUMO = -1.157 eV
HOMO energy = -9.5 eV

Geometry as XYZ:
```
7
CH2O3S (the ωB97M-V functional and the def2-TZVPD basis)
O 0.739 -0.798 -2.025
S -0.126 -0.071 -1.172
O -0.675 1.183 -1.611
C 0.350 -0.017 0.491
O -0.308 0.629 1.472
H 0.608 -1.147 0.617
H -0.588 0.223 2.228
```

Mulliken population analysis, charges in e, atoms 1 to 5: -0.473, 0.792, -0.494, 0.030, -0.393

---

[10]
Here is an isolated molecule of CH2O3S at a distorted geometry from the OMol25 dataset. Energies are from the ωB97M-V functional and the def2-TZVPD basis.

Values from the calculation:
orbital gap (spin up / spin down) = 0.29363 / 0.29302 Eh
LUMO (spin up / spin down) = -1.667 / -1.632 eV
HOMO energy (spin up / spin down) = -9.7 / -9.6 eV

Geometry as XYZ:
```
7
CH2O3S (the ωB97M-V functional and the def2-TZVPD basis)
O 1.878 1.367 -0.134
S 1.105 0.212 0.256
O 1.699 -1.090 0.106
C -0.566 0.294 -0.457
O -1.201 -0.833 -0.237
H -0.934 1.065 0.098
H -1.981 -1.015 0.368
```

Mulliken population analysis, charges in e, atoms 1 to 5: -0.487, 0.785, -0.476, -0.010, -0.390

---

[11]
Here is a cluster of 2 separate species, CH2O3S2 in total at a distorted geometry from the OMol25 dataset. Energies are from the ωB97M-V functional and the def2-TZVPD basis.

Values from the calculation:
orbital gap = 0.25043 Eh
LUMO = -1.828 eV
HOMO energy = -8.6 eV

Geometry as XYZ:
```
8
CH2O3S2 (the ωB97M-V functional and the def2-TZVPD basis)
C 2.390 -0.540 -0.216
O -2.711 1.167 0.693
O -1.665 -0.621 -0.462
O 1.436 -1.377 -0.465
S 2.132 0.999 0.369
S -2.824 0.246 -0.364
H 0.523 -1.250 -0.053
H 0.719 1.376 0.497
```

Mulliken population analysis, charges in e, atoms 1 to 5: 0.034, -0.326, -0.360, -0.237, -0.141

---

[12]
Here is a structure of composition CH2O4PS at a distorted geometry from the OMol25 dataset. Energies are from the ωB97M-V functional and the def2-TZVPD basis.

Values from the calculation:
total charge = -1
orbital gap = 0.29546 Eh
LUMO = 3.816 eV
HOMO energy = -4.2 eV

Geometry as XYZ:
```
9
CH2O4PS (the ωB97M-V functional and the def2-TZVPD basis)
C 1.016 -0.024 0.054
O -1.048 1.666 1.342
O 0.128 -1.408 -2.052
O -1.286 0.424 -0.747
O -1.427 -0.763 1.415
P 0.292 0.059 -1.670
S -0.849 0.361 0.728
H 1.386 -0.919 0.439
H 1.788 0.605 0.490
```

Mulliken population analysis, charges in e, atoms 1 to 5: -0.641, -0.594, -0.612, -0.319, -0.581

---

[13]
Here is an isolated molecule of CH2O4S at a distorted geometry from the OMol25 dataset. Energies are from the ωB97M-V functional and the def2-TZVPD basis.

Values from the calculation:
orbital gap = 0.41218 Eh
LUMO = 0.463 eV
HOMO energy = -10.8 eV

Geometry as XYZ:
```
8
CH2O4S (the ωB97M-V functional and the def2-TZVPD basis)
C -0.139 1.405 0.906
O 0.745 -1.789 -0.173
O -0.482 -0.760 -2.023
O -0.526 0.384 0.187
O 0.939 1.901 0.955
S 0.476 -0.426 -1.019
H -1.127 1.788 1.494
H 0.114 -2.503 -0.326
```

Mulliken population analysis, charges in e, atoms 1 to 5: 0.271, -0.449, -0.473, -0.262, -0.455

---

[14]
Here is an isolated molecule of CH2O4S at a distorted geometry from the OMol25 dataset. Energies are from the ωB97M-V functional and the def2-TZVPD basis.

Values from the calculation:
orbital gap = 0.40671 Eh
LUMO = 0.496 eV
HOMO energy = -10.6 eV

Geometry as XYZ:
```
8
CH2O4S (the ωB97M-V functional and the def2-TZVPD basis)
C 0.851 -0.846 -0.209
O -0.372 1.793 0.077
O 0.026 -0.447 -1.169
O -1.855 -0.192 0.521
O 0.789 -0.668 0.962
S -1.271 0.572 -0.571
H 1.667 -1.674 -0.482
H 0.165 1.462 0.871
```

Mulliken population analysis, charges in e, atoms 1 to 5: 0.217, -0.471, -0.289, -0.447, -0.452

---

[15]
Here is a cluster of 2 separate species, CH2O5P2 in total at a distorted geometry from the OMol25 dataset. Energies are from the ωB97M-V functional and the def2-TZVPD basis.

Values from the calculation:
total charge = -2
orbital gap = 0.21233 Eh
LUMO = 6.520 eV
HOMO energy = 0.7 eV

Geometry as XYZ:
```
10
CH2O5P2 (the ωB97M-V functional and the def2-TZVPD basis)
C 0.724 1.263 -0.421
O 3.040 -3.295 -3.113
O 1.358 -2.266 -4.788
O 0.781 0.164 -0.974
O 0.514 -3.347 -2.580
O -1.622 0.050 -0.088
P -1.011 1.396 0.692
P 1.640 -2.956 -3.492
H -1.024 -0.192 -0.813
H -1.469 2.562 -0.142
```

Mulliken population analysis, charges in e, atoms 1 to 5: -0.594, -0.653, -0.650, -0.129, -0.622

---

[16]
Here is a cluster of 2 separate species, CH2O5P2 in total at a distorted geometry from the OMol25 dataset. Energies are from the ωB97M-V functional and the def2-TZVPD basis.

Values from the calculation:
total charge = -2
orbital gap = 0.28908 Eh
LUMO = 6.639 eV
HOMO energy = -1.2 eV

Geometry as XYZ:
```
10
CH2O5P2 (the ωB97M-V functional and the def2-TZVPD basis)
C -0.785 -1.006 1.451
O -0.690 -2.211 1.723
O 3.338 1.174 -2.002
O -0.083 -0.083 1.894
O 2.289 -0.943 -2.899
O -1.906 -0.524 0.712
P -1.607 1.039 0.890
P 2.457 -0.015 -1.684
H -2.619 1.364 -0.224
H -0.395 1.205 0.141
```

Mulliken population analysis, charges in e, atoms 1 to 5: 0.738, -0.731, -0.540, -0.538, -0.566

---

[17]
Here is an isolated molecule of CH2OS at a distorted geometry from the OMol25 dataset. Energies are from the ωB97M-V functional and the def2-TZVPD basis.

Values from the calculation:
orbital gap = 0.34915 Eh
LUMO = -0.123 eV
HOMO energy = -9.6 eV

Geometry as XYZ:
```
5
CH2OS (the ωB97M-V functional and the def2-TZVPD basis)
O 0.450 0.882 -0.362
C 0.031 -0.249 0.447
S -0.573 -1.550 -0.206
H 0.064 0.617 -1.295
H 0.028 0.299 1.415
```

Mulliken charges, unit e, in atom order: -0.419, 0.107, -0.300, 0.310, 0.303

---

[18]
Here is an isolated molecule of CH2OS2 at a distorted geometry from the OMol25 dataset. Energies are from the ωB97M-V functional and the def2-TZVPD basis.

Values from the calculation:
orbital gap = 0.37975 Eh
LUMO = 0.195 eV
HOMO energy = -10.1 eV

Geometry as XYZ:
```
6
CH2OS2 (the ωB97M-V functional and the def2-TZVPD basis)
O 0.128 2.012 -0.115
C 0.061 0.811 0.030
S -1.489 -0.140 -0.154
S 1.491 -0.224 -0.119
H -1.057 -1.086 0.600
H 0.866 -1.373 -0.242
```

Mulliken population analysis, charges in e, atoms 1 to 5: -0.446, 0.499, -0.157, -0.134, 0.105

---

[19]
Here is an isolated molecule of CH2S at a distorted geometry from the OMol25 dataset. Energies are from the ωB97M-V functional and the def2-TZVPD basis.

Values from the calculation:
orbital gap = 0.30527 Eh
LUMO = -0.704 eV
HOMO energy = -9.0 eV

Geometry as XYZ:
```
4
CH2S (the ωB97M-V functional and the def2-TZVPD basis)
C -1.083 -0.009 -0.003
S 0.612 0.003 0.000
H -1.609 -1.031 0.007
H -1.680 1.038 0.007
```

Mulliken charges, unit e, in atom order: -0.335, -0.146, 0.247, 0.234

---

[20]
Here is an isolated molecule of CH2S3 from the OMol25 dataset. Energies are from the ωB97M-V functional and the def2-TZVPD basis.

Values from the calculation:
orbital gap = 0.31844 Eh
LUMO = -0.367 eV
HOMO energy = -9.0 eV

Geometry as XYZ:
```
6
CH2S3 (the ωB97M-V functional and the def2-TZVPD basis)
S 0.528 1.958 -0.014
C 0.246 0.368 -0.038
S 1.638 -0.744 -0.008
S -1.327 -0.425 -0.019
H 0.949 -1.884 -0.014
H -2.033 0.727 0.093
```

Mulliken population analysis, charges in e, atoms 1 to 5: -0.238, 0.238, -0.125, -0.164, 0.120

---

Relative energy (zero: lowest compared OMol25 entry of this formula, charge and spin) for every record listed, in sequence, given in eV: 1.343, 0.000, 3.611, 1.886, 0.000, 2.871, 4.888, 1.102, 2.255, 2.524, 2.272, 2.782, 0.671, 0.809, 2.931, 2.162, 0.708, 0.407, 0.437, 0.248.